ORCA calculation (ωB97M-V/def2-TZVPD) on one molecule with the formula C4H8O2.

Results
ΔE to the lowest compared entry with this formula, charge and spin	1.6110	eV
lowest unoccupied orbital energy	0.94	eV
structure (SMILES)	COCCC=O

```
14
C4H8O2 (ωB97M-V/def2-TZVPD)
C 2.055 0.463 -0.671
O 0.695 0.112 -0.711
C 0.223 -0.372 0.520
C -1.258 -0.686 0.377
C -2.129 0.468 -0.076
O -2.933 0.355 -0.969
H 2.331 0.804 -1.672
H 2.692 -0.393 -0.398
H 2.240 1.274 0.050
H 0.406 0.366 1.321
H 0.753 -1.299 0.803
H -1.630 -1.059 1.342
H -1.402 -1.474 -0.367
H -2.044 1.443 0.450
```

Löwdin population analysis, charges in e, atoms 1 to 5:
1. C -0.11
2. O -0.19
3. C -0.26
4. C -0.13
5. C -0.26